This record from the OMol25 dataset describes a cluster of 2 separate species, C4H12N2O2 in total. The level of theory is ωB97M-V/def2-TZVPD.

Output
ΔE to the lowest compared entry with this formula, charge and spin ... 0.426 eV
Total energy ... -11418.79089 eV
HOMO-LUMO gap ... 10.22 eV
Highest occupied orbital energy ... -9.297 eV
Charge ... 0

```
20
C4H12N2O2 ωB97M-V/def2-TZVPD
O 1.21 -0.99 1.03
O 1.70 1.21 0.89
N 3.07 -0.22 1.99
N -0.85 -0.13 -0.52
C 1.96 0.09 1.27
C -1.77 -1.13 -1.02
C -0.16 0.54 -1.62
C -1.52 0.84 0.33
H -2.20 -1.67 -0.17
H 0.36 -0.20 -2.22
H -2.27 1.43 -0.21
H 0.57 1.23 -1.20
H -1.23 -1.84 -1.64
H -0.85 1.09 -2.26
H -2.01 0.31 1.15
H 0.42 -0.73 0.46
H 3.21 -1.15 2.33
H -0.77 1.51 0.75
H 3.69 0.52 2.27
H -2.59 -0.69 -1.60
```

---

This record from the OMol25 dataset describes a structure of composition C20H32Cl2NOP2RhS. The level of theory is ωB97M-V/def2-TZVPD.

Output
ΔE to the lowest compared entry with this formula, charge and spin ... 0.000 eV
Total energy ... -82245.04340 eV
2S+1 ... 5
HOMO-LUMO gap (alpha / beta) ... 7.51 / 4.97 eV
Highest occupied orbital energy (alpha / beta) ... -13.462 / -14.925 eV
Charge ... +2
<S²> ... 6.02

```
60
C20H32Cl2NOP2RhS ωB97M-V/def2-TZVPD
Rh -0.38 -0.42 -0.58
Cl 1.60 -0.48 -2.09
Cl -1.22 -1.39 -2.57
S 2.43 1.10 0.02
P 0.43 -2.39 0.55
P -1.30 1.63 -1.36
O -1.40 0.36 2.00
N 0.97 0.61 0.53
C 2.41 4.89 1.55
C -1.28 2.95 -0.08
C 3.48 0.45 2.53
C 5.69 -0.54 2.75
C 0.73 -2.19 2.35
C 2.27 3.50 1.46
C 2.80 3.63 -0.92
C 4.53 -0.03 3.33
C 3.63 0.43 1.14
C -2.85 -0.95 0.60
C 5.80 -0.62 1.36
C 2.06 -2.98 -0.06
C -0.60 -3.90 0.46
C 2.50 2.88 0.24
C -0.32 2.30 -2.74
C -1.61 -0.21 0.95
C 2.76 5.64 0.42
C 4.76 -0.17 0.55
C 2.93 5.02 -0.81
C -3.03 1.59 -1.94
H 0.76 -3.17 2.86
H -2.64 -2.01 0.40
H 2.92 3.10 -1.86
H -3.69 1.39 -1.09
H -0.92 3.06 -3.26
H -0.08 1.47 -3.42
H 2.57 0.86 2.97
H -0.27 3.36 0.01
H 2.26 5.38 2.51
H 2.02 -3.04 -1.15
H 4.79 -0.23 -0.54
H 3.19 5.58 -1.71
H -3.11 0.80 -2.69
H -3.30 2.56 -2.38
H -3.33 -0.53 -0.30
H 1.68 -1.66 2.50
H 6.69 -1.03 0.88
H -1.57 2.51 0.88
H 2.84 -2.25 0.22
H 2.91 6.72 0.51
H 6.53 -0.85 3.38
H 1.99 2.90 2.32
H 2.29 -3.96 0.38
H -0.81 -4.09 -0.60
H -1.98 3.75 -0.34
H -0.09 -1.58 2.76
H 4.43 0.01 4.42
H 0.73 0.95 1.47
H -3.56 -0.87 1.44
H 0.61 2.74 -2.37
H -1.55 -3.72 0.99
H -0.08 -4.76 0.91
```